{"formula": "C35H91N4O16", "method": "ωB97M-V with the def2-TZVPD basis set", "elements": ["C", "N", "C", "C", "C", "C", "O", "H", "H", "H", "H", "H", "H", "H", "H", "H", "H", "H", "H", "H", "H", "O", "C", "C", "O", "H", "H", "H", "H", "C", "C", "C", "C", "C", "C", "H", "H", "H", "H", "H", "H", "H", "H", "H", "H", "H", "H", "H", "H", "C", "C", "C", "C", "C", "C", "H", "H", "H", "H", "H", "H", "H", "H", "H", "H", "H", "H", "H", "H", "C", "C", "O", "O", "H", "H", "H", "H", "H", "H", "C", "C", "O", "O", "H", "H", "H", "H", "H", "H", "C", "C", "O", "O", "H", "H", "H", "H", "H", "H", "C", "C", "O", "O", "H", "H", "H", "H", "H", "H", "C", "C", "O", "O", "H", "H", "H", "H", "H", "H", "O", "C", "N", "C", "H", "H", "H", "H", "H", "O", "C", "N", "C", "H", "H", "H", "H", "H", "O", "C", "N", "C", "H", "H", "H", "H", "H"], "xyz": [[0.2291, -1.0818, -0.8354], [0.8866, -0.0655, 0.0966], [1.1125, 1.2859, -0.6467], [-0.0999, 0.2409, 1.3041], [2.2283, -0.6400, 0.5751], [3.2508, -1.0487, -0.4820], [3.7434, 0.0493, -1.1734], [-0.8275, -0.8141, -0.8308], [0.3340, -2.1200, -0.5202], [0.4947, -0.8808, -1.8732], [0.1725, 1.7743, -0.9034], [1.7155, 1.1768, -1.5482], [1.6141, 1.9834, 0.0241], [-0.3956, -0.7068, 1.7541], [-0.8384, 0.9516, 0.9330], [0.5554, 0.8017, 1.9706], [1.8872, -1.4853, 1.1727], [2.6634, 0.1127, 1.2326], [2.7596, -1.7449, -1.1618], [4.0609, -1.6923, -0.1389], [3.6564, -0.2177, -2.0914], [3.8144, 0.1419, -4.2483], [2.3893, 0.2798, -4.4145], [1.6830, 0.3215, -5.8506], [0.3486, 0.8622, -5.9876], [2.1333, 1.1533, -3.8148], [1.9376, -0.5353, -3.8491], [1.7150, -0.6493, -6.3452], [2.2453, 0.9885, -6.5040], [-7.1227, -3.1235, 0.2754], [-6.4002, -2.4793, -0.8667], [-5.7904, -1.0478, -0.5648], [-5.2603, -0.8155, 0.8324], [-4.1133, 0.2613, 0.7639], [-3.5430, 0.6786, 2.0853], [-6.4885, -3.3964, 1.1189], [-7.3925, -4.1511, 0.0317], [-7.9304, -2.4706, 0.6060], [-5.4777, -3.0409, -1.0142], [-7.0654, -2.4417, -1.7293], [-6.5682, -0.2864, -0.6229], [-5.0360, -0.7336, -1.2861], [-6.1173, -0.5361, 1.4452], [-4.8116, -1.6734, 1.3332], [-3.3657, -0.0907, 0.0530], [-4.6624, 1.1229, 0.3843], [-2.7568, 1.4278, 1.9915], [-4.3368, 0.9921, 2.7632], [-3.0862, -0.2341, 2.4679], [-4.3351, -1.7485, 8.4746], [-4.8752, -0.9409, 7.3297], [-4.1126, -0.8052, 6.1035], [-2.7036, -0.2813, 6.4577], [-1.9204, 0.1960, 5.1516], [-0.4311, 0.3036, 5.4191], [-5.1081, -2.1455, 9.1325], [-3.6485, -1.2558, 9.1630], [-3.9212, -2.6946, 8.1259], [-5.7721, -1.3697, 6.8827], [-5.2802, -0.0127, 7.7328], [-4.5815, -0.0827, 5.4356], [-4.2210, -1.8027, 5.6777], [-2.7102, 0.6051, 7.0920], [-2.1423, -1.0458, 6.9949], [-2.1318, -0.3766, 4.2486], [-2.1812, 1.1993, 4.8149], [-0.2279, 1.1364, 6.0923], [-0.1073, -0.5952, 5.9437], [0.2075, 0.4238, 4.5439], [6.0036, 2.5529, -2.9923], [6.6926, 1.2383, -2.4562], [6.3837, 0.0418, -3.2421], [4.5952, 2.6033, -2.8611], [6.2479, 2.4161, -4.0457], [6.4296, 3.4915, -2.6381], [6.1833, 1.0318, -1.5149], [7.7697, 1.2800, -2.2947], [5.4386, -0.0459, -3.3860], [4.1811, 1.8564, -3.2996], [4.9877, 4.1961, 1.2059], [4.8539, 2.6692, 1.1847], [5.0329, 2.1245, 2.4405], [6.4341, 4.5068, 1.2959], [4.4529, 4.5907, 2.0699], [4.7214, 4.7187, 0.2872], [5.6117, 2.2661, 0.5129], [3.8996, 2.2898, 0.8191], [5.9519, 2.2418, 2.6919], [6.9475, 3.7974, 0.9025], [-2.4265, 0.8109, -3.0446], [-2.6285, 2.2513, -3.4741], [-1.8937, 3.1702, -2.6534], [-1.1356, 0.2055, -3.3301], [-3.3122, 0.3750, -3.5069], [-2.5636, 0.7821, -1.9636], [-3.6834, 2.5000, -3.3587], [-2.4385, 2.2385, -4.5473], [-1.1103, 3.3585, -3.1754], [-0.9526, 0.2573, -4.2711], [1.6070, 5.1718, -3.6984], [1.4482, 3.6867, -3.7435], [0.2425, 3.3840, -4.3850], [0.4638, 5.7786, -3.0672], [1.6991, 5.3926, -4.7619], [2.4553, 5.3706, -3.0434], [1.6368, 3.2291, -2.7723], [2.2883, 3.2741, -4.3022], [0.3538, 2.5644, -4.8724], [-0.3490, 5.2924, -3.2240], [-0.0149, -3.7304, 1.9905], [-0.1351, -5.3058, 2.2429], [1.1739, -5.8741, 2.3895], [-1.3363, -3.1640, 1.8910], [0.5097, -3.4208, 1.0866], [0.5643, -3.2903, 2.8023], [-0.6992, -5.9162, 1.5377], [-0.6380, -5.4186, 3.2034], [1.1396, -6.8302, 2.4685], [-1.5966, -3.4337, 1.0072], [1.5211, 4.3318, 0.7138], [1.1269, 5.4334, 0.3207], [1.9138, 6.1812, -0.4232], [-0.3766, 5.8687, 0.2629], [2.7894, 5.7747, -0.7200], [1.3341, 6.6434, -1.1091], [-0.5058, 6.9481, 0.1831], [-0.7366, 5.6163, 1.2603], [-0.9136, 5.2934, -0.4912], [-1.8306, -3.8113, -0.5737], [-1.8161, -3.9359, -1.7818], [-0.6222, -4.0217, -2.3334], [-3.0213, -3.8468, -2.6437], [0.0633, -4.0133, -1.5918], [-0.2841, -3.7018, -3.2297], [-2.9919, -4.5412, -3.4834], [-3.1731, -2.8157, -2.9628], [-3.9078, -4.1068, -2.0652], [2.1939, -4.1423, -0.6344], [3.1016, -4.8887, -0.8933], [3.4087, -5.7915, 0.0013], [3.9305, -4.5744, -2.1221], [2.8334, -5.7541, 0.8306], [4.2881, -6.2882, -0.0006], [3.2290, -4.7115, -2.9450], [4.7502, -5.2904, -2.1822], [4.2682, -3.5424, -2.2178]], "homo_energy_ev": -3.133, "total_charge": -1, "e_tot_ha": -2810.806883, "spin_multiplicity": 1}

{"formula": "C35H95N5O10", "method": "ωB97M-V with the def2-TZVPD basis set", "elements": ["C", "O", "C", "C", "C", "N", "H", "H", "H", "H", "H", "H", "H", "H", "H", "H", "H", "C", "O", "C", "C", "C", "N", "H", "H", "H", "H", "H", "H", "H", "H", "H", "H", "H", "C", "O", "C", "C", "C", "N", "H", "H", "H", "H", "H", "H", "H", "H", "H", "H", "H", "C", "O", "C", "C", "C", "N", "H", "H", "H", "H", "H", "H", "H", "H", "H", "H", "H", "C", "O", "C", "C", "C", "N", "H", "H", "H", "H", "H", "H", "H", "H", "H", "H", "H", "C", "C", "C", "O", "H", "H", "H", "H", "H", "H", "H", "H", "C", "C", "C", "O", "H", "H", "H", "H", "H", "H", "H", "H", "C", "C", "C", "O", "H", "H", "H", "H", "H", "H", "H", "H", "C", "C", "C", "O", "H", "H", "H", "H", "H", "H", "H", "H", "C", "C", "C", "O", "H", "H", "H", "H", "H", "H", "H", "H"], "xyz": [[-21.5705, 8.2881, 11.3644], [-20.5743, 9.3160, 11.4461], [-20.5367, 9.9203, 12.6857], [-19.2424, 10.6999, 12.8612], [-17.9205, 10.0019, 12.6200], [-19.2336, 11.3919, 14.1909], [-21.3132, 7.8125, 10.4503], [-22.5801, 8.6566, 11.2688], [-21.4721, 7.6036, 12.1531], [-21.3326, 10.6022, 12.7978], [-20.5418, 9.2131, 13.4937], [-19.3240, 11.4208, 12.0532], [-17.1070, 10.7587, 12.8401], [-17.8695, 9.6973, 11.5656], [-17.7678, 9.1531, 13.3570], [-18.9654, 12.3578, 14.0925], [-18.5169, 11.0226, 14.7678], [-16.8351, 6.3398, 12.4611], [-17.0895, 5.5259, 11.3213], [-18.3280, 4.8513, 11.2717], [-18.6165, 3.9172, 12.4537], [-17.4278, 2.9586, 12.6441], [-19.8654, 3.1910, 12.2994], [-16.2918, 5.8192, 13.2194], [-17.6753, 6.7075, 12.9402], [-16.3683, 7.3031, 12.1142], [-19.1281, 5.5741, 11.1520], [-18.4242, 4.3255, 10.2734], [-18.7024, 4.4974, 13.4039], [-16.5417, 3.5454, 12.3980], [-17.2918, 2.1292, 11.8859], [-17.3844, 2.5798, 13.6443], [-20.6843, 3.8116, 12.3839], [-20.0532, 2.8751, 11.2659], [-23.7255, 8.2181, 17.2735], [-22.2703, 8.2641, 16.9223], [-22.0363, 7.8583, 15.5609], [-20.6597, 7.1761, 15.4332], [-20.4984, 5.9956, 16.3856], [-19.6546, 8.1162, 15.9428], [-24.2269, 7.4207, 16.7325], [-24.2237, 9.1399, 16.9528], [-23.7200, 8.0878, 18.3516], [-22.7427, 7.1410, 15.2551], [-22.1288, 8.7343, 14.8243], [-20.5464, 6.9183, 14.3899], [-21.2571, 5.2448, 16.1149], [-20.9647, 6.3893, 17.3481], [-19.5213, 5.5434, 16.4284], [-19.7716, 8.2402, 16.9595], [-19.8508, 9.0738, 15.6528], [-19.2732, 8.1466, 8.8387], [-18.2113, 8.2718, 7.9508], [-17.0931, 7.3745, 8.0621], [-16.1717, 7.5196, 6.8060], [-15.3997, 8.7973, 6.8236], [-16.9352, 7.4115, 5.5298], [-19.6276, 7.1080, 8.8840], [-20.1232, 8.7437, 8.4760], [-19.0570, 8.4458, 9.8601], [-16.5359, 7.6226, 9.0083], [-17.4146, 6.3351, 8.1614], [-15.4332, 6.7176, 6.9382], [-16.1472, 9.5689, 6.7511], [-14.7439, 8.7522, 5.9610], [-14.8152, 8.9198, 7.7434], [-17.1396, 6.4405, 5.4781], [-17.8340, 7.9069, 5.6827], [-24.8710, 4.1555, 16.7914], [-25.1133, 4.7256, 15.5256], [-24.5321, 3.9785, 14.5155], [-24.3116, 4.8220, 13.2887], [-25.4290, 4.8039, 12.3341], [-23.0404, 4.3354, 12.5909], [-25.2916, 4.7956, 17.5394], [-23.7959, 4.1488, 16.9604], [-25.3189, 3.1712, 16.8669], [-23.5121, 3.5821, 14.8126], [-25.0522, 3.0388, 14.2492], [-24.2089, 5.8078, 13.6609], [-25.1587, 5.4273, 11.4789], [-26.3405, 5.1863, 12.6940], [-25.6167, 3.7705, 11.9997], [-23.1483, 4.5209, 11.6183], [-23.1253, 3.3146, 12.6064], [-13.5410, 4.5874, 8.9208], [-14.7194, 4.1607, 8.0799], [-14.7816, 2.6998, 7.6167], [-15.9220, 4.2593, 8.9189], [-13.4342, 3.9222, 9.8174], [-13.7293, 5.6362, 9.2204], [-12.5842, 4.4975, 8.3628], [-14.8499, 4.8870, 7.2697], [-14.1742, 2.4166, 6.7713], [-15.7460, 2.3332, 7.3051], [-14.4313, 2.1496, 8.4500], [-15.8128, 4.8693, 9.6202], [-23.7090, 5.3745, 8.1492], [-22.3304, 4.8593, 8.6004], [-21.1944, 5.2895, 7.6005], [-22.0567, 5.4838, 9.7921], [-24.0339, 4.8515, 7.2534], [-23.6852, 6.4862, 8.0871], [-24.3168, 5.1443, 8.9547], [-22.2984, 3.7375, 8.6431], [-21.1821, 6.3657, 7.5786], [-21.2884, 4.8791, 6.6122], [-20.1907, 4.9348, 7.9308], [-21.2789, 5.0228, 10.0995], [-23.2120, 0.4131, 10.9783], [-22.2328, 0.1609, 12.1555], [-20.9325, -0.4922, 11.7472], [-22.1160, 1.4104, 12.7964], [-23.9513, 1.2786, 11.2741], [-23.9047, -0.4396, 10.8186], [-22.8480, 0.6379, 10.0206], [-22.7872, -0.4421, 12.9173], [-21.1650, -1.5405, 11.4012], [-20.2505, -0.6663, 12.6304], [-20.3827, 0.1329, 11.0530], [-21.2640, 1.8199, 12.7901], [-16.2872, 6.1739, 17.5608], [-16.0957, 7.4547, 16.7408], [-14.6468, 7.6256, 16.2938], [-16.8934, 7.3733, 15.5795], [-17.3359, 6.1297, 17.8004], [-15.6087, 6.1581, 18.4711], [-16.0134, 5.3987, 16.8348], [-16.4666, 8.3118, 17.3818], [-14.2931, 6.9972, 15.4687], [-14.0395, 7.4638, 17.1886], [-14.5845, 8.7053, 16.0387], [-17.8505, 7.5608, 15.6605], [-17.9062, 0.9385, 8.8095], [-18.8982, 2.1322, 8.2919], [-19.3622, 1.7673, 6.8600], [-20.0009, 2.2493, 9.1822], [-17.3712, 0.4947, 7.9660], [-18.5322, 0.1437, 9.2412], [-17.1677, 1.2387, 9.5269], [-18.4106, 3.1056, 8.2856], [-20.2168, 2.3781, 6.5548], [-19.6496, 0.7008, 6.7945], [-18.5427, 2.0179, 6.2267], [-20.7151, 1.6680, 8.9733]], "de_lowest_kcal_mol": 36.17, "homo_energy_ev": -9.171, "smiles": "COC[C@H](C)N.COC[C@H](C)N.COC[C@H](C)N.COC[C@H](C)N.COC[C@H](C)N.CC(C)O.CC(C)O.CC(C)O.CC(C)O.CC(C)O", "e_tot_ha": -2416.495313, "spin_multiplicity": 1}